Formula: C5H8P2
Source: the OMol25 dataset
Level of theory: ωB97M-V with the def2-TZVPD basis set

Results
Energy above the lowest of the compared OMol25 structures with the same formula, charge and spin (eV): 3.519
HOMO level (eV): -8.90
Gap between HOMO and LUMO (eV): 8.59
Molar mass (g mol⁻¹): 130.1
Energy (eV): -23887.05259
F_max (eV/Å): 4.11

Structure (ORCA input):
```
! RIJCOSX wB97M-V def2-TZVPD def2/J DEFGRID3
* xyz 0 1
C 0.163 2.224 -0.789
C 0.474 0.930 -1.015
C -0.250 2.718 0.467
C 0.355 -0.166 0.091
C -0.816 -1.088 -0.274
P -0.972 3.403 1.600
P -0.677 -2.806 -0.450
H 0.426 2.894 -1.596
H 0.898 0.644 -2.017
H 1.283 -0.663 0.215
H 0.004 0.284 1.095
H -1.637 -0.450 -0.407
H 1.048 -2.582 1.656
H 1.728 -2.291 2.245
H -2.026 -3.054 -0.821
*
```


Formula: C42H98BrN3O20P5S2
Source: the OMol25 dataset
Level of theory: ωB97M-V with the def2-TZVPD basis set

Results
HOMO level (eV): -10.12
Gap between HOMO and LUMO (eV): 5.64
Molar mass (g mol⁻¹): 1264.2
Energy (eV): -228697.69580
F_max (eV/Å): 8.51

Structure (ORCA input):
```
! RIJCOSX wB97M-V def2-TZVPD def2/J DEFGRID3
* xyz 1 1
C 1.468 -2.644 2.698
C 1.949 -3.383 1.382
C 2.951 -2.494 0.520
C 2.077 -1.482 -0.355
C 2.657 0.001 -0.076
C 1.887 0.567 1.185
C 2.017 2.138 1.282
C 1.207 2.921 0.191
N -0.266 2.879 0.377
C -0.828 3.637 -0.802
C -2.378 3.433 -0.983
C -2.868 1.942 -0.799
C -1.909 0.846 -1.430
C -2.784 -0.225 -2.215
C -2.313 -1.724 -1.997
C -3.490 -2.489 -1.222
C -2.978 -3.735 -0.375
C -0.695 3.564 1.572
S 0.178 4.756 2.367
S -2.347 3.157 2.314
C -2.084 2.529 4.028
C -3.490 1.898 4.451
C -3.436 0.327 4.630
C -3.618 -0.506 3.291
Br -2.044 -0.383 2.070
C -3.531 -2.033 3.760
C -5.004 -2.667 3.806
C -5.678 -1.592 2.871
N -4.947 -0.523 2.644
C -5.610 0.504 1.789
C -5.809 0.030 0.276
C -7.024 0.788 -0.408
N -6.736 0.944 -1.872
H 0.787 -3.279 3.332
H 2.342 -2.321 3.340
H 0.921 -1.696 2.436
H 1.032 -3.660 0.797
H 2.474 -4.342 1.648
H 3.489 -3.167 -0.197
H 3.638 -1.905 1.189
H 1.029 -1.503 0.044
H 2.144 -1.656 -1.458
H 3.768 -0.045 0.103
H 2.479 0.581 -1.020
H 2.433 0.154 2.087
H 0.826 0.216 1.269
H 3.109 2.383 1.105
H 1.813 2.484 2.335
H 1.411 2.401 -0.794
H 1.551 3.986 0.032
H -0.619 4.728 -0.573
H -0.286 3.362 -1.752
H -2.917 4.079 -0.226
H -2.751 3.787 -1.988
H -3.868 1.869 -1.332
H -3.065 1.643 0.263
H -1.105 1.292 -2.070
H -1.388 0.294 -0.596
H -3.876 -0.179 -1.924
H -2.764 0.091 -3.303
H -2.253 -2.231 -3.002
H -1.370 -1.835 -1.405
H -4.014 -1.797 -0.499
H -4.272 -2.770 -1.987
H -1.874 -3.827 -0.570
H -3.130 -3.601 0.731
H -3.533 -4.644 -0.775
H -1.904 3.422 4.691
H -1.274 1.765 4.139
H -4.253 2.146 3.651
H -3.888 2.397 5.382
H -4.256 -0.022 5.327
H -2.425 0.067 5.047
H -3.124 -2.544 2.837
H -2.839 -2.286 4.603
H -4.997 -3.713 3.390
H -5.338 -2.717 4.874
H -6.693 -1.641 2.410
H -6.645 0.690 2.197
H -5.009 1.454 1.766
H -5.998 -1.074 0.186
H -4.886 0.271 -0.311
H -7.188 1.785 0.093
H -7.997 0.234 -0.344
H -5.983 1.643 -1.903
H -6.319 0.056 -2.181
C 1.923 7.920 -4.835
O 0.604 7.897 -4.311
P -0.173 6.380 -4.112
O 1.096 5.583 -3.843
O -0.543 6.361 -5.719
C -1.191 7.499 -6.293
O -1.167 5.022 -3.786
C -1.692 4.226 -4.835
H 2.137 8.944 -5.147
H 2.644 7.633 -4.068
H 2.015 7.263 -5.704
H -0.459 8.082 -6.854
H -1.650 8.133 -5.533
H -1.963 7.154 -6.982
H -0.897 3.904 -5.510
H -2.465 4.772 -5.377
H -2.149 3.342 -4.385
C -7.027 -7.878 -2.395
O -5.775 -7.835 -3.062
P -5.144 -6.308 -3.525
O -5.810 -5.584 -2.361
O -6.149 -6.329 -4.832
C -6.099 -7.444 -5.726
O -4.435 -4.824 -4.007
C -4.999 -4.037 -5.043
H -7.387 -8.908 -2.434
H -6.911 -7.590 -1.349
H -7.759 -7.232 -2.886
H -6.953 -8.095 -5.534
H -5.177 -8.017 -5.613
H -6.165 -7.077 -6.751
H -6.059 -3.855 -4.854
H -4.854 -4.521 -6.009
H -4.475 -3.080 -5.056
C 7.327 2.292 2.845
O 8.010 1.442 1.937
P 7.379 -0.128 1.659
O 5.921 0.247 1.889
O 8.084 -0.636 3.060
C 9.475 -0.379 3.268
O 6.962 -1.728 1.210
C 7.055 -2.802 2.130
H 8.001 3.111 3.107
H 6.438 2.713 2.375
H 7.056 1.758 3.760
H 9.585 0.459 3.959
H 9.990 -0.146 2.334
H 9.933 -1.262 3.716
H 6.522 -2.565 3.053
H 8.099 -3.039 2.333
H 6.588 -3.674 1.669
C 4.484 4.781 5.346
O 5.660 4.984 4.579
P 7.057 5.600 5.366
O 6.709 4.946 6.696
O 6.426 7.123 5.290
C 6.012 7.636 4.022
O 8.541 6.141 6.027
C 8.693 7.462 6.520
H 3.651 4.664 4.648
H 4.569 3.872 5.941
H 4.281 5.639 5.992
H 4.924 7.589 3.955
H 6.449 7.077 3.193
H 6.321 8.680 3.948
H 7.904 7.699 7.235
H 8.700 8.176 5.696
H 9.656 7.516 7.029
C 2.367 -3.971 -3.617
O 1.986 -4.698 -2.459
P 2.329 -6.380 -2.397
O 3.575 -6.236 -3.258
O 1.012 -6.672 -3.350
C -0.261 -6.177 -2.937
O 2.677 -8.046 -2.209
C 2.044 -9.030 -3.009
H 1.833 -3.018 -3.600
H 3.439 -3.769 -3.605
H 2.093 -4.508 -4.529
H -0.507 -5.288 -3.522
H -0.276 -5.925 -1.876
H -1.016 -6.941 -3.132
H 2.144 -8.786 -4.068
H 0.995 -9.129 -2.729
H 2.541 -9.981 -2.819
*
```


Formula: C27H21BBrCrN8O10S
Source: the OMol25 dataset
Level of theory: ωB97M-V with the def2-TZVPD basis set

Results
Energy above the lowest of the compared OMol25 structures with the same formula, charge and spin (eV): 0.089
HOMO level (spin up / spin down) (eV): -6.26 / -6.26
Gap between HOMO and LUMO (spin up / spin down) (eV): 7.72 / 8.67
Molar mass (g mol⁻¹): 792.3
Energy (eV): -170718.64181
F_max (eV/Å): 0.48

Structure (ORCA input):
```
! RIJCOSX wB97M-V def2-TZVPD def2/J DEFGRID3
* xyz -1 3
Cr 0.154 0.851 -0.440
C 0.241 -0.626 3.604
C 0.701 -0.594 2.287
N 0.177 0.445 1.655
N -0.601 1.110 2.529
C -0.592 0.469 3.709
B -1.244 2.447 2.051
N -2.257 2.093 0.961
C -3.591 2.209 0.892
C -4.036 1.514 -0.210
C -2.888 0.972 -0.779
N -1.820 1.303 -0.067
N -0.076 3.240 1.420
C 0.462 4.430 1.730
C 1.617 4.586 0.993
C 1.720 3.419 0.232
N 0.691 2.630 0.502
N -1.786 3.223 3.243
C -1.082 3.508 4.368
C -1.814 4.395 5.114
C -2.972 4.613 4.340
N -2.947 3.919 3.218
H 0.472 -1.352 4.364
H 1.363 -1.260 1.762
H -1.179 0.832 4.535
H -4.112 2.798 1.626
H -5.046 1.423 -0.567
H -2.779 0.361 -1.654
H -0.008 5.071 2.457
H 2.293 5.423 1.003
H 2.470 3.113 -0.477
H -0.112 3.072 4.544
H -1.556 4.822 6.067
H -3.819 5.245 4.557
O -1.673 2.187 -3.132
S -0.384 1.567 -2.988
O 0.394 1.430 -4.182
O 0.418 2.232 -1.845
O -0.490 0.229 -2.211
Br 2.819 -1.608 -6.937
C 2.882 -0.910 -5.164
C 2.143 -1.523 -4.170
C 2.183 -0.999 -2.886
C 2.970 0.107 -2.600
C 3.717 0.695 -3.613
C 3.666 0.201 -4.905
C 3.084 0.653 -1.206
O 4.134 1.159 -0.840
O 2.053 0.546 -0.418
H 1.526 -2.382 -4.395
H 1.578 -1.439 -2.107
H 4.340 1.547 -3.375
H 4.228 0.670 -5.702
O -2.087 -1.707 0.004
C -0.913 -1.938 -0.214
O 0.062 -1.080 -0.299
C -0.436 -3.365 -0.309
C 0.912 -3.694 -0.347
C 1.335 -5.026 -0.431
C 0.353 -5.980 -0.479
O 0.499 -7.341 -0.569
C -0.824 -7.881 -0.590
O -1.747 -6.799 -0.507
C -0.988 -5.654 -0.441
C -1.422 -4.361 -0.351
H 1.644 -2.898 -0.320
H 2.383 -5.291 -0.465
H -0.958 -8.540 0.270
H -0.978 -8.421 -1.525
H -2.467 -4.090 -0.314
*
```


Formula: C19H29BF4N2O10PtSSi
Source: the OMol25 dataset
Level of theory: ωB97M-V with the def2-TZVPD basis set

Results
Energy above the lowest of the compared OMol25 structures with the same formula, charge and spin (eV): 1.139
HOMO level (eV): -2.77
Gap between HOMO and LUMO (eV): 6.80
Molar mass (g mol⁻¹): 787.5
Energy (eV): -77144.41461
F_max (eV/Å): 1.17

Structure (ORCA input):
```
! RIJCOSX wB97M-V def2-TZVPD def2/J DEFGRID3
* xyz -2 1
Pt 2.404 -0.964 0.438
O 6.270 0.370 0.673
C 5.051 0.453 0.654
O 4.253 -0.497 1.038
C 4.417 1.769 0.284
C 5.286 2.785 -0.025
C 4.833 4.066 -0.324
C 3.490 4.349 -0.274
C 2.613 3.355 0.065
C 2.998 1.985 0.300
O 2.100 1.094 0.450
N 1.205 3.801 0.183
O 0.528 3.326 1.066
O 0.806 4.665 -0.588
N 5.770 5.139 -0.658
O 6.957 4.876 -0.718
O 5.320 6.258 -0.863
H 6.342 2.561 -0.019
H 3.126 5.347 -0.456
C -2.685 1.194 3.126
C -1.611 0.210 2.692
C -0.229 0.758 2.989
C -1.826 -1.137 3.381
O -1.775 0.079 1.269
Si -1.384 -1.084 0.175
S 0.421 -2.084 0.483
O -2.594 -2.211 0.320
C -2.974 -3.364 -0.445
C -2.040 -3.652 -1.620
C -4.379 -3.084 -0.961
C -2.975 -4.534 0.524
O -1.468 -0.462 -1.341
C -1.622 0.829 -1.934
C -1.674 0.585 -3.432
C -0.425 1.677 -1.560
C -2.926 1.472 -1.465
H -2.639 1.361 4.208
H -3.675 0.805 2.867
H -2.541 2.151 2.614
H -0.119 0.942 4.065
H -0.057 1.689 2.445
H 0.536 0.047 2.676
H -1.896 -0.991 4.465
H -0.996 -1.818 3.168
H -2.751 -1.604 3.021
H -2.008 -2.800 -2.309
H -2.406 -4.532 -2.162
H -1.016 -3.848 -1.288
H -4.363 -2.183 -1.584
H -5.060 -2.909 -0.121
H -4.753 -3.923 -1.558
H -1.969 -4.665 0.935
H -3.274 -5.459 0.019
H -3.666 -4.337 1.350
H -0.725 0.164 -3.776
H -1.864 1.522 -3.965
H -2.473 -0.127 -3.666
H 0.500 1.173 -1.855
H -0.391 1.829 -0.480
H -0.473 2.658 -2.047
H -3.769 0.805 -1.680
H -3.084 2.425 -1.981
H -2.896 1.653 -0.387
F 3.762 -4.821 -0.240
B 3.241 -4.027 -1.289
F 4.073 -4.078 -2.428
F 1.917 -4.404 -1.611
F 3.235 -2.629 -0.832
*
```


Formula: C14H28IO5PPd
Source: the OMol25 dataset
Level of theory: ωB97M-V with the def2-TZVPD basis set

Results
Energy above the lowest of the compared OMol25 structures with the same formula, charge and spin (eV): 0.024
HOMO level (eV): -8.33
Gap between HOMO and LUMO (eV): 8.77
Molar mass (g mol⁻¹): 540.7
Energy (eV): -46080.08938
F_max (eV/Å): 0.17

Structure (ORCA input):
```
! RIJCOSX wB97M-V def2-TZVPD def2/J DEFGRID3
* xyz 0 1
Pd 0.301 -1.109 -0.252
O 2.243 -4.913 1.287
C 1.742 -3.850 0.651
O 0.856 -3.166 1.087
C 2.410 -3.646 -0.689
O 2.020 -2.434 -1.282
C 3.058 -1.430 -1.323
C 3.182 -0.607 -0.029
O 4.290 -0.204 0.279
O 2.080 -0.370 0.593
H 1.753 -5.016 2.117
H 2.099 -4.474 -1.332
H 3.493 -3.708 -0.562
H 2.782 -0.755 -2.135
H 4.015 -1.892 -1.561
I -2.451 -3.199 -0.076
C -1.182 -1.952 -1.276
H -1.849 -1.366 -1.897
H -0.643 -2.645 -1.927
C -3.337 0.820 -0.942
C -2.509 1.152 0.299
C -3.082 0.455 1.535
P -0.694 0.859 0.100
C -0.236 2.023 -1.269
C 1.161 2.618 -1.095
C -0.316 1.312 -2.623
C 0.071 1.567 1.621
C 0.090 0.588 2.797
C -0.500 2.930 2.011
H -4.387 1.032 -0.732
H -3.269 -0.236 -1.200
H -3.049 1.418 -1.806
H -2.563 2.236 0.450
H -2.812 -0.601 1.564
H -4.171 0.515 1.510
H -2.747 0.921 2.459
H -0.979 2.829 -1.248
H 1.908 1.832 -0.967
H 1.231 3.287 -0.239
H 1.422 3.191 -1.986
H 0.491 0.579 -2.703
H -0.201 2.038 -3.430
H -1.253 0.778 -2.774
H 1.112 1.689 1.315
H -0.906 0.364 3.173
H 0.663 1.032 3.614
H 0.578 -0.344 2.518
H -1.507 2.847 2.424
H -0.539 3.625 1.170
H 0.130 3.379 2.780
*
```


Formula: C5H36N2O13
Source: the OMol25 dataset
Level of theory: ωB97M-V with the def2-TZVPD basis set

Results
Energy above the lowest of the compared OMol25 structures with the same formula, charge and spin (eV): 0.000
HOMO level (spin up / spin down) (eV): -0.29 / -4.77
Gap between HOMO and LUMO (spin up / spin down) (eV): 3.01 / 7.39
Molar mass (g mol⁻¹): 332.3
Energy (eV): -35369.06451
F_max (eV/Å): 3.83

Structure (ORCA input):
```
! RIJCOSX wB97M-V def2-TZVPD def2/J DEFGRID3
* xyz -1 2
O 1.842 0.947 0.492
C 0.624 0.868 0.772
C -0.064 -0.416 1.185
C -0.350 -0.300 2.708
C -1.116 0.970 3.079
N 0.712 -1.641 0.976
C 0.941 -1.987 -0.435
N -0.126 -2.853 -0.929
H 0.006 1.767 0.719
H -1.041 -0.466 0.643
H -0.895 -1.180 3.051
H 0.618 -0.329 3.208
H -1.906 1.234 2.368
H -0.460 1.843 3.137
H -1.589 0.849 4.071
H 1.577 -1.582 1.503
H 1.891 -2.515 -0.517
H 1.024 -1.057 -1.049
H -0.110 -3.779 -0.520
H -1.052 -2.459 -0.772
H 3.016 -2.832 3.904
H 1.497 -2.800 3.460
O 2.309 -2.260 3.607
H -2.756 2.018 0.119
H -1.601 1.839 -0.834
O -2.101 2.553 -0.368
H 3.895 -1.074 1.556
H 3.114 -0.321 0.461
O 3.705 -1.092 0.612
H -3.528 -0.503 -0.402
H -3.865 -0.634 1.099
O -3.971 -0.036 0.347
H 0.053 -3.228 2.007
H -0.670 -3.445 3.336
O 0.126 -3.721 2.861
H -0.040 1.511 -2.212
H -0.647 0.069 -2.092
O -0.355 0.862 -1.560
H -2.276 -1.209 -2.250
H -3.659 -1.918 -2.114
O -2.936 -1.540 -1.595
H 1.920 0.202 -3.138
H 0.951 1.243 -3.762
O 1.292 0.333 -3.858
H 0.516 4.144 -0.811
H -1.022 3.798 -0.870
O -0.311 4.330 -1.300
H 2.782 3.903 0.422
H 2.177 2.531 -0.045
O 2.228 3.496 -0.251
H -0.502 -2.021 -3.029
H -0.094 -0.670 -3.725
O -0.864 -1.162 -3.324
H 0.809 3.389 -3.951
H 0.008 3.488 -2.623
O 0.271 2.841 -3.369
*
```


Formula: C6H9N2O
Source: the OMol25 dataset
Level of theory: ωB97M-V with the def2-TZVPD basis set

Results
Energy above the lowest of the compared OMol25 structures with the same formula, charge and spin (eV): 2.830
SMILES string: C=[n+]1cc[nH]/c1=C/OC
HOMO level (spin up / spin down) (eV): -12.52 / -12.52
Gap between HOMO and LUMO (spin up / spin down) (eV): 7.57 / 7.57
Molar mass (g mol⁻¹): 125.2
Energy (eV): -11385.50069
F_max (eV/Å): 5.49

Structure (ORCA input):
```
! RIJCOSX wB97M-V def2-TZVPD def2/J DEFGRID3
* xyz 1 1
C -0.712 1.959 -0.009
N -1.353 0.879 0.026
C -2.670 0.694 0.258
C -3.040 -0.637 0.002
N -1.902 -1.367 -0.214
C -0.800 -0.476 -0.057
C 0.466 -0.758 -0.182
O 1.556 0.277 0.052
C 2.798 -0.409 0.067
H 0.347 2.135 0.206
H -1.280 2.890 -0.247
H -3.336 1.550 0.235
H -3.999 -1.206 -0.030
H -1.793 -2.344 -0.149
H 0.922 -1.734 -0.425
H 3.094 -0.800 -0.895
H 2.629 -1.284 0.711
H 3.427 0.400 0.460
*
```